ORCA calculation (ωB97M-V/def2-TZVPD) on C2H3N3O in the gas phase in a non-equilibrium geometry.

Atoms and positions in Å:
C -1.024 0.615 -0.014
H -1.976 1.129 0.187
N 2.175 -0.322 0.081
C 1.009 -0.042 -0.267
H -1.888 -1.227 0.278
H 2.325 0.825 0.093
N 0.282 0.976 -0.143
O 0.171 -1.238 -0.117
N -1.073 -0.716 -0.097

Summary:
multiplicity	1



ORCA calculation (ωB97M-V/def2-TZVPD) on a molecular structure, C3H14CoNOS in a non-equilibrium geometry.

Atoms and positions in Å:
H 0.117 0.197 2.588
N -0.456 -2.123 1.084
H -0.623 1.267 -3.541
C 1.040 0.672 2.201
H -1.535 2.009 1.477
H -1.460 1.870 -0.316
C 0.167 0.465 -3.215
H 1.056 0.750 -2.622
H 1.795 -0.118 1.999
H 0.390 -2.211 1.666
H -0.426 -0.288 -2.675
H 0.505 0.104 -4.197
S 0.736 1.673 0.699
H 1.448 1.336 2.991
O 1.040 0.512 -0.269
H -1.215 -1.808 1.704
H 0.631 -2.164 -1.152
H -1.374 0.388 0.709
H -0.697 -3.075 0.770
Co -0.067 -0.908 -0.537
C -1.074 1.450 0.637

Summary:
multiplicity	4
charge	-1
⟨S²⟩	3.79



ORCA calculation (ωB97M-V/def2-TZVPD) on C5H10OS2 in the gas phase in a non-equilibrium geometry.

Atoms and positions in Å:
H 0.192 -2.764 -0.020
H -0.737 2.418 1.228
C -1.605 1.532 -0.727
H 0.759 -1.887 1.416
C 1.037 -2.173 0.436
H 2.393 -3.330 -0.634
S 1.012 -0.607 -0.589
H 2.167 -4.035 1.093
H -1.623 3.782 -0.216
H -2.115 0.693 -1.058
H 3.074 -2.491 0.575
O -0.769 2.438 -1.582
H -1.432 0.609 1.223
C -1.843 3.039 -1.006
C 2.174 -3.108 0.438
H -2.471 3.525 -1.788
S 0.735 0.963 0.549
C -0.949 1.395 0.663

Summary:
multiplicity	1



ORCA calculation (ωB97M-V/def2-TZVPD) on 2 unconnected molecules or ions with the total composition C4H10NO.

Atoms and positions in Å:
H -1.375 2.731 -0.023
C -1.438 1.842 0.593
H -0.323 -0.809 -1.918
C 0.263 -1.707 -1.683
H -0.628 -1.135 0.964
H 0.620 -2.120 -2.635
H -1.357 -0.147 2.249
H -2.342 1.653 1.162
H 0.857 1.981 -0.385
H -0.410 -2.449 -1.224
C -0.382 0.978 0.671
H 0.401 -0.361 2.147
O 1.339 -1.409 -0.842
N 0.794 1.047 0.007
H 1.228 -0.433 -0.544
C -0.511 -0.233 1.566

Summary:
multiplicity	1
charge	-1



ORCA calculation (ωB97M-V/def2-TZVPD) on a molecular structure, C22H36NiO2P2 in a non-equilibrium geometry.

Atoms and positions in Å:
C -1.922 -0.601 -0.388
C -0.880 -1.655 -0.507
C 1.282 3.108 -3.495
C 1.219 -0.222 7.216
C 0.527 1.974 0.311
C -1.645 0.921 -0.589
O 0.881 0.578 3.153
H 0.042 -1.304 -5.340
P 0.195 1.741 -3.073
C 0.100 -0.112 8.062
H -2.104 -2.688 -3.762
H -1.382 1.059 -1.668
H 0.183 -3.229 2.161
H 2.337 0.681 0.618
H -2.211 1.567 -3.606
H 2.240 1.581 -0.887
H 2.005 0.186 5.255
H 1.071 -2.524 3.571
C -1.091 -3.076 -3.598
C 0.504 -1.416 -0.334
O -1.171 1.532 3.451
C 1.129 -0.203 -0.997
H -1.938 0.584 8.245
H 0.939 2.626 1.091
C 0.405 0.685 -4.572
C -1.170 0.840 6.217
C 1.614 -2.316 -3.545
H 1.974 -3.074 -2.835
H -0.573 -1.938 3.152
H 1.403 -2.754 -4.531
H 0.367 0.250 -1.675
H -2.401 -0.721 0.592
C -0.062 0.704 5.351
H -0.619 -3.386 -4.539
H -2.720 -0.811 -1.130
P -0.029 -1.733 -3.033
H -2.095 1.260 5.829
H -2.665 1.365 -0.513
H -1.448 -0.521 -4.601
H -1.358 2.238 1.113
H 2.291 2.706 -3.710
H 2.156 -0.649 7.575
C -0.132 0.972 3.854
H 0.173 -0.457 9.099
H 1.109 -2.346 -0.426
H -1.303 2.894 -4.449
H -1.799 3.091 -2.705
C -1.088 0.455 7.571
C 1.616 1.007 -0.174
C -0.344 -0.657 -4.527
C -1.476 2.389 -3.490
C 0.381 -2.315 2.738
H -1.095 -3.878 -2.852
H -1.227 -2.663 -0.171
H 1.299 3.809 -2.656
H 0.814 3.537 -4.389
H 2.335 -1.485 -3.626
H 1.497 0.551 -4.749
H -0.075 1.311 -5.349
H 1.969 -0.476 -1.679
C -0.801 1.760 0.310
C 1.133 0.223 5.896
Ni 1.634 -0.972 1.737

Summary:
multiplicity	3
⟨S²⟩	2.06



ORCA calculation (ωB97M-V/def2-TZVPD) on C25H34F3NO4 in the gas phase.

Atoms and positions in Å:
C 1.330 0.519 1.416
H -2.153 1.325 -1.610
H 2.901 0.134 2.822
H 3.435 0.576 -0.562
H 0.446 3.606 0.325
C -3.483 -0.121 -2.482
H -4.554 -0.252 -2.633
C 2.719 2.217 2.415
H -1.805 -1.256 -1.779
C -3.823 1.179 -0.266
C 2.026 3.192 1.712
H -6.542 -0.883 0.481
C -5.473 -0.682 0.382
C 3.260 -0.366 -2.486
H -5.759 0.802 -1.167
H 3.406 -1.508 0.807
F 3.025 4.916 3.000
C -3.231 1.154 -1.680
H -0.174 1.234 0.072
H -0.567 -4.090 -3.485
H 1.433 -1.526 2.010
H 1.190 -5.166 -1.220
H 2.701 -2.199 -2.761
C 3.669 -0.394 -1.004
H -1.139 -4.550 -1.878
C 2.365 0.889 2.266
C 0.809 -2.758 -0.484
H 1.122 -0.710 -0.912
H -3.035 0.001 -3.471
H -3.060 -2.225 -2.556
H -5.034 -0.723 1.380
C -0.391 -4.751 -2.640
C -0.528 -1.110 1.283
N -3.423 -1.729 -0.574
H -1.072 -0.572 2.042
H 3.926 0.315 -3.023
C 1.471 -1.412 -0.150
H 1.757 -4.741 -2.857
H -5.831 1.406 0.476
H -3.221 0.566 0.404
H 2.236 0.024 -2.586
O 3.374 -1.607 -3.128
O -0.604 -2.649 -0.538
H 4.749 -0.542 -0.947
C -4.867 -1.826 -0.438
C 3.002 -1.517 -0.206
C 0.984 2.840 0.863
C 2.421 4.635 1.837
H -3.654 1.987 -2.247
C -1.192 -1.877 0.424
C 1.010 -4.520 -2.090
C 0.961 -0.928 1.220
H 3.524 2.498 3.076
H -5.090 -2.761 0.088
H -5.307 -1.872 -1.434
H 3.284 -2.471 -0.656
C -2.882 -1.386 -1.870
F 1.375 5.471 1.738
O 1.264 -3.167 -1.728
F 3.284 5.006 0.868
H -0.483 -5.782 -2.970
H -3.744 2.208 0.094
O -3.195 -2.310 1.590
C -2.691 -2.007 0.522
H 1.064 -3.512 0.289
C 0.643 1.510 0.722
C -5.288 0.727 -0.185

Summary:
multiplicity	1



ORCA calculation (ωB97M-V/def2-TZVPD) on a molecular structure, C27H63AlCl2N8O10PS.

Atoms and positions in Å:
O -2.985 11.180 -3.098
C 0.881 -4.900 0.868
C -5.260 -9.348 -4.831
H -4.782 -10.184 -4.315
H -4.533 9.373 -6.057
H 1.335 -1.771 3.254
C -7.107 -8.087 -3.844
H -2.927 9.916 -5.530
C -0.118 0.945 -1.958
H -3.524 -1.719 -2.699
H 2.199 -3.225 2.743
H 2.228 8.490 -0.500
C 2.281 5.155 1.995
C 2.369 0.385 -1.574
H 3.084 1.199 -1.475
C -3.775 10.261 -2.976
N -4.238 -5.118 0.291
H 1.455 10.034 -0.077
C 3.757 -1.026 2.106
N 1.827 -5.375 0.034
H -6.070 -9.739 -5.446
O 5.284 -0.841 4.421
H -4.874 7.580 -4.250
H 2.847 -0.454 -2.086
C 7.699 -1.816 8.510
C -0.043 7.577 -1.687
H -5.736 -3.924 -0.533
S -5.211 0.458 -3.200
N 7.764 -2.937 7.602
H 3.591 -6.440 -0.205
H -4.861 -3.184 0.821
H 6.318 -3.655 6.254
Cl 1.535 1.198 -4.013
H 0.892 -4.551 -1.628
H -4.088 9.875 -1.991
O -3.955 0.719 -0.538
H 2.876 5.071 2.904
H -4.859 0.432 -0.344
H -0.788 10.612 -1.254
C -4.759 -3.809 -0.068
H -6.233 8.717 -4.243
C 4.240 -1.476 4.433
H 1.042 2.966 -0.030
C 2.197 -2.409 3.463
H 2.622 6.026 1.430
C -5.258 8.498 -3.803
H -1.647 1.044 -4.537
H -4.274 11.050 -5.525
H -2.527 -4.202 1.023
H 6.668 -1.612 8.810
H -5.194 -7.945 -1.927
N 0.320 8.822 -1.318
Cl -0.444 0.578 -0.250
O 3.293 1.883 0.973
H -3.000 -5.675 1.900
O -3.318 -1.310 -1.848
O 0.890 -5.056 2.076
N -4.339 9.600 -4.004
O 0.372 6.551 -1.186
C 1.152 0.805 -2.337
H 0.530 10.597 -2.438
C -4.914 -6.255 0.061
C 7.054 -2.854 6.334
H 2.087 -2.831 4.460
H 3.875 -1.987 5.342
C 1.283 8.973 -0.245
H -5.894 -6.092 -0.418
H -5.389 8.330 -2.736
H 8.959 -4.000 8.879
N 2.421 3.948 1.216
H -7.706 -8.638 -4.590
H 1.238 5.321 2.273
C 1.776 -5.141 -1.393
C -3.999 10.009 -5.356
C 8.462 -4.051 7.894
H -2.059 3.086 -2.858
H 1.723 -6.083 -1.943
H 3.482 -5.540 1.323
N 3.423 -1.639 3.386
H -4.521 -8.884 -5.488
H 3.685 3.076 2.582
H 8.281 -2.041 9.403
H 2.407 3.699 -0.872
H 2.089 0.058 -0.579
N -5.795 -8.393 -3.891
H 1.121 4.734 -0.217
H 0.915 8.517 0.675
H -0.942 9.666 -2.732
H -2.256 -5.812 0.313
H 8.103 -0.912 8.049
C -0.244 9.988 -1.965
P -3.601 0.305 -2.067
H -0.782 7.569 -2.506
H 2.656 -4.590 -1.732
H -4.090 -3.302 -0.762
C 3.180 2.915 1.613
H 2.555 -7.024 1.117
H 2.985 -1.293 1.388
C 1.703 3.833 -0.050
H -4.936 -6.647 -3.100
H 7.745 -2.954 5.497
H 6.554 -1.892 6.259
C 2.925 -6.138 0.600
O 8.553 -5.024 7.170
O -4.496 -7.370 0.337
O -7.601 -7.291 -3.069
C -2.933 -5.207 0.919
H -3.888 -8.085 -3.117
H 0.096 -4.329 0.349
Al -1.736 1.525 -3.019
C -4.902 -7.728 -2.952
H 4.723 -1.392 1.757
H 3.806 0.058 2.174

Summary:
multiplicity	1
charge	-1



ORCA calculation (ωB97M-V/def2-TZVPD) on a molecular structure, C5H8N3 in a non-equilibrium geometry.

Atoms and positions in Å:
C 0.422 -0.939 -1.392
H -1.480 -0.785 0.547
N -0.095 0.515 -0.172
C 2.814 0.892 2.065
H -1.931 0.923 0.674
C 1.810 0.845 1.223
H 2.793 0.243 2.921
H -3.176 -0.209 -1.283
H -2.321 1.262 -1.607
H -1.483 -0.121 -2.148
H 3.692 1.366 1.867
H 1.042 -2.940 -0.830
N 0.758 0.629 0.685
C -2.177 0.182 -1.353
C -1.490 0.139 0.035
N 0.823 -2.003 -1.232

Summary:
multiplicity	1
charge	+1



ORCA calculation (ωB97M-V/def2-TZVPD) on 12 unconnected molecules or ions with the total composition C18H62N2O17 in a non-equilibrium geometry.

Atoms and positions in Å:
H 1.266 16.161 8.965
O 8.805 4.863 10.821
O 0.094 13.812 7.622
C -3.855 12.765 10.726
H -0.215 7.710 13.619
H -3.619 12.606 9.674
H 0.453 13.177 6.997
C 1.825 8.649 10.550
H 6.500 8.142 10.515
H 3.778 9.929 9.261
O 1.035 15.176 10.825
O 1.581 12.200 13.535
H 4.184 8.293 4.386
H 2.701 10.001 12.045
H 9.169 4.409 10.058
H 1.345 11.218 11.498
H -1.205 7.755 7.887
O 3.982 12.470 7.467
H 4.005 9.498 5.752
H -3.253 11.610 13.815
H 4.333 13.267 7.068
H 4.553 10.842 10.526
C -2.682 12.137 11.594
H 0.210 14.990 11.279
C 5.699 8.527 9.884
H -3.023 8.564 10.617
C 4.637 8.758 5.262
H 0.880 13.167 9.349
H -0.744 7.114 10.262
H 2.084 13.925 8.507
H 1.047 11.481 13.871
H 4.326 6.984 6.220
H 2.414 14.514 11.635
O -5.040 12.072 11.047
H 7.312 11.071 13.010
H -1.618 11.951 13.462
O -2.341 8.007 10.997
H 7.201 10.754 11.533
H -1.048 9.181 8.917
H 4.752 12.011 7.802
O 4.647 8.852 10.754
H 1.106 4.365 15.286
C 0.251 6.117 15.144
H 2.397 11.316 7.530
O 1.309 5.244 15.616
C -1.756 7.320 9.914
H -6.823 13.134 10.720
C 0.475 6.907 13.879
C 6.704 3.760 10.495
H 1.896 8.332 9.510
H 2.631 13.266 12.464
H 5.663 3.990 10.723
H 5.853 10.517 4.599
H 2.340 7.865 11.104
H 2.319 11.943 10.676
C 2.570 9.893 10.968
H -1.434 13.659 11.802
H 6.155 9.435 9.488
C 5.893 9.477 4.922
O 6.818 3.077 9.251
O 7.100 11.467 12.164
H -0.311 15.506 9.348
C -1.644 8.288 8.731
H -6.786 11.413 10.100
O 1.736 7.514 14.038
H -2.334 6.413 9.735
C -6.225 12.326 10.298
H -6.153 12.892 9.370
H 5.382 7.993 8.988
H 7.259 8.081 4.587
H 7.220 5.505 11.595
H -2.544 11.135 11.190
O 6.729 8.683 4.059
H 1.913 12.639 14.319
C 1.019 14.038 8.707
O 5.024 7.634 6.113
H -2.671 8.907 7.220
H 0.416 6.224 13.032
C 0.759 15.313 9.425
H -0.702 5.592 15.083
H 6.568 9.437 5.777
C 7.437 5.021 10.644
H 7.002 3.021 11.238
H -3.808 13.830 10.954
H 0.030 6.765 15.993
H 0.862 8.714 11.057
H 1.575 10.852 8.714
O -2.877 8.784 8.149
O 1.561 10.911 7.758
H -2.771 13.297 13.424
C 3.913 9.979 10.341
O 3.100 13.931 11.959
H 7.712 2.762 9.103
N -1.406 12.827 11.229
N 1.801 11.079 10.608
C -2.630 12.244 13.184
H 2.365 6.822 14.253
H -0.610 12.315 11.581
H 7.242 5.745 9.853

Summary:
multiplicity	1



ORCA calculation (ωB97M-V/def2-TZVPD) on 2 unconnected molecules or ions with the total composition C9H14 in a non-equilibrium geometry.

Atoms and positions in Å:
C -1.311 1.484 -0.448
C -1.455 -0.029 1.925
H 0.745 1.794 0.032
C -0.272 0.597 1.511
H -1.483 -0.790 2.690
C -2.544 1.025 0.013
C -2.588 0.244 1.179
H -3.531 -0.185 1.502
C 2.933 -2.746 -0.377
C 2.245 -1.402 -0.133
H -0.314 2.097 -2.212
H 1.212 -1.407 -0.476
C -0.188 1.365 0.375
H 3.982 -2.667 -0.663
H 2.458 -3.241 -1.229
H 0.661 0.499 2.056
H 2.343 -1.126 0.913
H -2.062 1.867 -2.442
H 2.696 -0.626 -0.759
H 2.890 -3.404 0.489
H -3.445 1.171 -0.565
H -1.682 3.247 -1.627
C -1.292 2.234 -1.756

Summary:
multiplicity	1



no.,E_tot (Eh)
1,-317.383361
2,-2033.441746
3,-1068.016124
4,-288.385072
5,-3201.111469
6,-1628.371062
7,-4159.557131
8,-359.102995
9,-2111.343769
10,-351.312775